Computed, not measured: C12H14AsBF6N8Ru as an isolated structure, with ωB97M-V/def2-TZVPD.

Structure (XYZ):
```
43
Properties=species:S:1:pos:R:3
Ru 0.1413 0.2567 -0.3729
C -3.8679 1.4228 -0.2345
C -2.5551 1.6497 -0.5724
N -1.7860 0.6203 -0.1277
N -2.6218 -0.2775 0.4770
C -3.8676 0.1954 0.4291
B -2.0841 -1.5770 1.0732
N -1.2373 -2.2953 0.0131
C -1.2982 -3.5684 -0.3797
C -0.3691 -3.7808 -1.3953
C 0.2443 -2.5629 -1.5710
N -0.2832 -1.6498 -0.7191
N -1.1361 -1.1493 2.2788
C -1.2663 -1.3323 3.5545
C -0.2357 -0.5747 4.2197
C 0.4832 0.0553 3.1429
N -0.0358 -0.2916 2.0089
H -4.7167 2.0507 -0.4445
H -2.1178 2.4775 -1.0995
H -4.6851 -0.3627 0.8596
H -2.9438 -2.2747 1.4979
H -1.9991 -4.2517 0.0746
H -0.1881 -4.6958 -1.9327
H 1.0099 -2.2858 -2.2759
H -2.0474 -1.9456 3.9822
H -0.0570 -0.4982 5.2828
H 1.3233 0.7307 3.2115
F 0.9495 1.9672 0.4891
As 1.0265 3.4903 -0.7123
F 0.2220 2.2222 -1.7561
F 2.5100 2.7348 -1.2433
F -0.5178 3.8454 -0.1124
F 1.8392 4.3029 0.5031
F 1.0366 4.6101 -1.9494
N 3.8334 0.7047 -2.5938
C 4.3985 0.1274 -1.5363
C 3.3017 -0.2937 -0.6997
N 2.1541 0.0497 -1.2775
C 2.4871 0.6968 -2.4226
H 4.3215 1.1329 -3.3796
H 5.4665 0.0170 -1.4000
H 3.3751 -0.8223 0.2392
H 1.7930 1.1296 -3.1292
```

Computed properties:
E_tot = -104966.6997 eV
⟨S²⟩ = 8.79
F_max = 0.39 eV/Å
relative energy (zero: lowest compared OMol25 entry of this formula, charge and spin) = 0.0 kJ/mol
gap between HOMO and LUMO (spin up / spin down) = 8.998 / 5.165 eV
multiplicity = 6
charge = +3
E_HOMO (spin up / spin down) = -18.89 / -18.86 eV
E_LUMO (spin up / spin down) = -9.8919 / -13.6974 eV

Computed, not measured: a 11-piece molecular cluster, C38H74F9N2O35P2S overall in a non-equilibrium geometry, with ωB97M-V/def2-TZVPD.

Structure (XYZ):
```
161
Properties=species:S:1:pos:R:3
N 0.1509 4.9404 3.4613
P -0.7929 4.4940 2.2342
P -0.6239 2.3536 1.6935
C -1.0374 2.0771 3.5350
C -1.5259 0.5182 3.8933
O -0.4130 -0.4402 3.9643
S 1.5267 2.2091 1.8272
O 2.0689 1.8893 3.2387
O 2.0564 3.6260 1.4533
C 2.2201 0.8375 0.6912
F 1.4795 0.7527 -0.6038
F 1.8395 -0.4404 1.4099
C 3.8358 0.7949 0.5835
F 4.1911 -0.5595 0.0124
F 4.5241 0.8142 1.9284
C 4.5862 1.8935 -0.3397
F 6.0032 1.3886 -0.5116
F 4.7622 3.2473 0.2847
C 4.0209 2.0991 -1.8605
F 3.6973 0.7942 -2.5502
F 5.0504 2.7477 -2.7557
F 2.8209 3.0046 -1.9442
O -0.9178 0.6787 1.1786
C -1.7411 0.9418 -0.0373
C -1.3597 2.3635 -0.7691
N -2.4367 3.3954 -1.0216
O -0.3477 3.0173 0.0754
H -0.4805 5.2703 4.2486
H -0.5180 5.3487 1.0937
H -2.1814 4.6795 2.6241
H -2.0558 2.4729 1.4468
H -2.0108 2.7355 3.7507
H -0.2351 2.4475 4.3009
H -2.4382 0.1669 3.2341
H -1.9585 0.6008 5.0032
H 0.4135 -0.1083 3.5069
H -1.6401 0.1781 -0.9429
H -2.9107 0.9714 0.1149
H -0.7973 2.3221 -1.8184
H -3.2998 2.9578 -1.4125
H -2.6265 3.9982 -0.1910
C -4.7467 9.8577 3.6330
O -3.8263 8.7749 3.5118
C -2.5974 9.1343 3.0624
O -2.2436 10.2656 2.7692
O -1.8304 8.0169 2.9955
C -0.5001 8.2451 2.5347
H -5.6950 9.4556 3.9997
H -4.3825 10.5947 4.3561
H -4.9243 10.3243 2.6587
H 0.0339 8.9176 3.2138
H -0.5079 8.6472 1.5164
H 0.0223 7.2846 2.5210
C 0.3876 -0.7548 -3.3428
O -0.9503 -1.2412 -3.4296
C -1.0889 -2.3633 -4.1801
O -0.1905 -2.9554 -4.7573
O -2.4002 -2.7123 -4.1771
C -2.6970 -3.8848 -4.9328
H 0.3807 0.1437 -2.7198
H 1.0382 -1.4972 -2.8690
H 0.7650 -0.4837 -4.3340
H -2.1698 -4.7523 -4.5228
H -2.4430 -3.7389 -5.9877
H -3.7722 -4.0703 -4.8606
C 8.1581 0.7304 1.5063
O 9.0785 -0.3524 1.3852
C 10.3074 0.0070 0.9357
O 10.6612 1.1383 0.6425
O 11.0744 -1.1104 0.8689
C 12.4047 -0.8822 0.4080
H 7.2098 0.3283 1.8731
H 8.5223 1.4674 2.2295
H 7.9805 1.1970 0.5320
H 12.9387 -0.2097 1.0872
H 12.3969 -0.4801 -0.6102
H 12.9271 -1.8427 0.3944
C 1.0970 3.2070 -8.9427
O 0.3800 3.0543 -7.7193
C -0.1947 1.8357 -7.5573
O -0.1422 0.9072 -8.3486
O -0.8379 1.8293 -6.3625
C -1.4940 0.6006 -6.0560
H 1.5140 4.2175 -8.9661
H 1.9242 2.4918 -8.9972
H 0.4264 3.0914 -9.8003
H -0.7706 -0.2188 -5.9951
H -2.2683 0.3808 -6.7981
H -1.9744 0.7084 -5.0796
C 1.8704 -4.5386 -3.0939
O 1.7991 -4.3160 -1.6870
C 2.5096 -5.2025 -0.9447
O 3.1728 -6.1315 -1.3782
O 2.3540 -4.8762 0.3632
C 3.0513 -5.7302 1.2679
H 1.2664 -3.7728 -3.5882
H 2.9023 -4.4447 -3.4477
H 1.4594 -5.5202 -3.3509
H 4.1304 -5.6841 1.0886
H 2.6875 -6.7594 1.1854
H 2.8564 -5.3771 2.2843
C -1.3640 -3.8435 4.3246
O -2.1421 -4.3148 5.4230
C -3.1972 -3.5227 5.7405
O -3.5101 -2.4853 5.1775
O -3.8437 -4.0846 6.7929
C -4.9844 -3.3539 7.2389
H -0.5487 -4.5530 4.1590
H -1.9701 -3.7969 3.4140
H -0.9283 -2.8652 4.5517
H -5.7353 -3.2876 6.4449
H -4.6935 -2.3560 7.5826
H -5.4230 -3.8937 8.0826
C -4.3433 -1.0370 -2.6398
O -5.0602 -1.1897 -1.4164
C -5.6349 -2.4083 -1.2544
O -5.5825 -3.3368 -2.0457
O -6.2782 -2.4147 -0.0596
C -6.9343 -3.6433 0.2469
H -3.9262 -0.0265 -2.6632
H -3.5161 -1.7522 -2.6943
H -5.0139 -1.1526 -3.4974
H -6.2108 -4.4628 0.3078
H -7.7086 -3.8632 -0.4952
H -7.4146 -3.5356 1.2233
C 10.3228 -6.7085 1.3708
O 9.0684 -7.3854 1.3244
C 8.2934 -7.0529 0.2613
O 8.5828 -6.2531 -0.6148
O 7.1407 -7.7642 0.3419
C 6.2216 -7.5145 -0.7197
H 10.8587 -7.0505 2.2604
H 10.9260 -6.9528 0.4904
H 10.1751 -5.6268 1.4525
H 6.6607 -7.7909 -1.6837
H 5.9098 -6.4651 -0.7216
H 5.3371 -8.1356 -0.5541
C -6.9712 -8.1372 -0.6359
O -6.8573 -7.5542 0.6607
C -7.0100 -8.4330 1.6834
O -7.2275 -9.6296 1.5742
O -6.8790 -7.7498 2.8484
C -7.0171 -8.5533 4.0186
H -6.8323 -7.3445 -1.3762
H -6.1930 -8.8919 -0.7895
H -7.9663 -8.5708 -0.7783
H -6.2408 -9.3247 4.0512
H -8.0141 -9.0036 4.0624
H -6.8942 -7.9049 4.8904
C -3.1784 11.6379 0.8127
O -2.9453 12.0312 -0.5383
C -3.1164 11.0377 -1.4466
O -3.4402 9.8869 -1.1981
O -2.8644 11.5463 -2.6791
C -3.0067 10.6062 -3.7421
H -3.0130 12.5096 1.4517
H -4.2132 11.3054 0.9448
H -2.4768 10.8528 1.1128
H -4.0345 10.2324 -3.7921
H -2.2982 9.7799 -3.6241
H -2.7819 11.1204 -4.6805
```

Computed properties:
E_tot = -169109.5695 eV
F_max = 8.25 eV/Å
gap between HOMO and LUMO = 6.492 eV
multiplicity = 1
charge = -1
E_HOMO = -4.83 eV
E_LUMO = 1.6605 eV

Computed, not measured: C17H38ClFeN2O7SSbSi3 as an isolated structure in a non-equilibrium geometry, with ωB97M-V/def2-TZVPD.

Structure (XYZ):
```
71
Properties=species:S:1:pos:R:3
Fe -0.4262 -0.3771 -1.8827
O 0.2763 0.9851 -3.2290
S 1.7184 0.9338 -2.5844
O 2.7369 0.6953 -3.5929
O 1.4510 -0.5130 -1.8471
O -0.0652 1.5094 -0.4694
C 3.1404 2.1775 3.3837
Si 2.1797 3.3533 2.2541
C 3.4002 4.1007 1.0415
C 1.5226 4.7139 3.3648
Sb 1.4062 0.4903 0.7289
Si -0.5577 0.4627 2.4359
C -2.1587 0.0310 1.5872
C -0.8160 2.0351 3.4367
C -0.2154 -0.7983 3.7915
Si -0.3261 3.0106 -1.1698
C 1.1298 3.9222 -1.9243
C -0.8201 4.1598 0.2483
C -1.7995 3.0910 -2.3044
H 3.8969 2.7130 3.9740
H 3.6512 1.4149 2.7915
H 2.4762 1.6632 4.0846
H 4.2039 4.6201 1.5775
H 2.9158 4.8250 0.3823
H 3.8461 3.3250 0.4170
H 2.3603 5.2399 3.8334
H 0.8853 4.3073 4.1519
H 0.9306 5.4435 2.8068
H -2.4440 0.8101 0.8777
H -2.9698 -0.1134 2.3063
H -2.0389 -0.8866 1.0047
H -0.9444 2.9166 2.8050
H 0.0436 2.2134 4.0882
H -1.7032 1.9296 4.0718
H -0.0795 -1.7972 3.3746
H -1.0453 -0.8244 4.5052
H 0.6968 -0.5414 4.3411
H 2.0640 3.6861 -1.4120
H 0.9586 5.0005 -1.8552
H 1.2673 3.6589 -2.9761
H -0.0035 4.3303 0.9538
H -1.6674 3.7508 0.8086
H -1.1219 5.1300 -0.1607
H -1.6665 2.4526 -3.1770
H -1.9340 4.1233 -2.6430
H -2.7087 2.7678 -1.7923
C -3.1170 -4.1945 -0.6677
C -2.4503 -4.8055 -1.9004
C -0.9219 -4.5706 -2.0040
C -0.3971 -5.1950 -3.3046
C 1.0896 -4.9275 -3.5353
C -0.2423 -5.2388 -0.8252
O -0.1446 -6.4441 -0.7213
N 0.2632 -4.3982 0.1301
C 0.1155 -3.0020 0.1853
O 0.5273 -2.4326 1.1819
N -0.4460 -2.3854 -0.8837
C -0.7061 -3.0685 -2.0175
O -0.8299 -2.4313 -3.0642
H -4.1819 -4.4314 -0.6671
H -3.0122 -3.1089 -0.6577
H -2.6875 -4.5933 0.2553
H -2.8962 -4.3741 -2.7985
H -2.6118 -5.8851 -1.9141
H -0.9764 -4.7750 -4.1265
H -0.5777 -6.2690 -3.2520
H 1.2820 -3.8574 -3.6194
H 1.4222 -5.3995 -4.4607
H 1.6911 -5.3272 -2.7155
H 0.7277 -4.8207 0.9198
Cl -2.5664 -0.2065 -1.9453
```

Computed properties:
E_tot = -123482.0991 eV
⟨S²⟩ = 8.77
F_max = 3.16 eV/Å
relative energy (zero: lowest compared OMol25 entry of this formula, charge and spin) = 262.4 kJ/mol
gap between HOMO and LUMO (spin up / spin down) = 6.648 / 5.939 eV
multiplicity = 6
charge = -1
E_HOMO (spin up / spin down) = -4.63 / -4.59 eV
E_LUMO (spin up / spin down) = 2.0206 / 1.3458 eV